{
  "formula": "C3H3O4",
  "method": "ωB97M-V/def2-TZVPD",
  "de_lowest_ev": 0.728,
  "orbital_gap_ev": 7.06,
  "total_energy_ha": -417.1021,
  "total_charge": -1,
  "smiles": "O=C([O-])/C(O)=C/O",
  "multiplicity": 1,
  "elements": ["C", "C", "C", "O", "O", "O", "O", "H", "H", "H"],
  "coordinates": [[0.430, -0.773, -0.257], [-0.724, 0.119, 0.045], [-2.134, -0.402, -0.124], [-2.446, -1.594, 0.075], [-2.891, 0.593, -0.134], [1.743, -0.527, -0.058], [-0.721, 1.423, 0.408], [0.185, -1.871, -0.468], [1.946, 0.281, 0.398], [-1.710, 1.624, 0.294]]
}

***

{
  "formula": "C15H27F6NO24S7SrZr",
  "method": "ωB97M-V/def2-TZVPD",
  "de_lowest_ev": 0.000,
  "orbital_gap_ev": 6.53,
  "total_energy_ha": -5912.7593,
  "total_charge": 0,
  "multiplicity": 1,
  "elements": ["Sr", "Zr", "S", "O", "O", "O", "O", "S", "O", "O", "O", "O", "O", "C", "O", "O", "H", "C", "F", "F", "F", "S", "O", "O", "N", "S", "O", "O", "C", "F", "F", "F", "C", "S", "O", "C", "H", "H", "H", "H", "H", "H", "C", "S", "O", "C", "H", "H", "H", "H", "H", "H", "C", "S", "O", "C", "H", "H", "H", "H", "H", "H", "C", "C", "O", "C", "O", "O", "H", "H", "H", "H", "C", "C", "O", "C", "O", "O", "H", "H", "H", "H"],
  "coordinates": [[11.695, -30.756, 3.156], [15.460, -31.307, 0.507], [16.123, -28.896, -0.895], [16.855, -28.802, -2.134], [15.813, -27.676, -0.243], [14.911, -29.811, -0.902], [16.852, -29.870, 0.060], [14.880, -29.725, 2.863], [14.152, -30.064, 1.590], [15.240, -28.352, 2.849], [14.044, -30.084, 4.026], [16.012, -30.681, 2.527], [11.631, -32.931, -1.067], [12.507, -32.343, -0.220], [13.662, -32.119, -0.661], [12.139, -32.025, 0.921], [12.212, -33.204, -1.788], [14.477, -35.393, -0.311], [14.732, -36.658, -0.585], [14.525, -34.744, -1.482], [13.269, -35.239, 0.194], [15.792, -34.720, 0.849], [16.109, -35.731, 1.771], [16.859, -34.254, 0.019], [15.128, -33.233, 1.498], [14.397, -33.724, 2.888], [13.445, -32.731, 3.342], [13.804, -35.014, 2.823], [15.690, -33.705, 4.256], [15.071, -34.056, 5.371], [16.709, -34.518, 3.989], [16.194, -32.488, 4.359], [6.391, -35.925, -1.708], [6.875, -34.185, -1.682], [6.353, -33.557, -0.450], [8.642, -34.391, -1.452], [5.373, -35.904, -2.097], [6.364, -36.306, -0.687], [6.993, -36.578, -2.338], [9.007, -34.788, -2.398], [8.939, -35.097, -0.667], [9.068, -33.452, -1.114], [12.262, -35.822, -2.996], [12.926, -36.609, -4.467], [12.708, -35.628, -5.562], [14.677, -36.585, -4.055], [11.188, -36.026, -3.009], [12.353, -34.741, -2.997], [12.634, -36.274, -2.081], [14.933, -35.607, -3.658], [15.282, -36.876, -4.908], [14.821, -37.339, -3.278], [17.876, -31.561, -3.417], [16.658, -32.609, -2.657], [16.286, -32.031, -1.333], [15.285, -32.372, -3.805], [17.989, -30.642, -2.834], [17.552, -31.234, -4.409], [18.840, -32.033, -3.590], [14.417, -32.810, -3.327], [15.644, -32.887, -4.694], [15.162, -31.309, -4.010], [9.884, -33.661, -4.784], [10.130, -33.113, -6.200], [8.988, -32.283, -6.457], [8.131, -32.346, -5.423], [7.005, -32.043, -5.391], [8.809, -32.826, -4.333], [10.649, -33.581, -4.016], [9.550, -34.703, -4.752], [10.210, -33.950, -6.888], [10.977, -32.437, -6.282], [9.761, -30.285, -2.024], [10.927, -29.422, -1.508], [11.593, -28.977, -2.685], [10.915, -29.398, -3.783], [11.173, -29.077, -4.889], [9.872, -30.185, -3.436], [8.791, -29.950, -1.654], [9.845, -31.334, -1.747], [11.601, -30.097, -0.981], [10.602, -28.583, -0.900]]
}

***

{
  "formula": "C37H33FMoN6O5S",
  "method": "ωB97M-V/def2-TZVPD",
  "de_lowest_ev": 0.003,
  "orbital_gap_ev": [6.96, 6.92],
  "total_energy_ha": -2700.7320,
  "total_charge": 0,
  "multiplicity": 3,
  "elements": ["Mo", "N", "C", "O", "C", "C", "H", "H", "H", "H", "H", "H", "C", "O", "C", "C", "C", "C", "C", "C", "N", "N", "C", "C", "C", "C", "O", "C", "N", "C", "C", "C", "C", "H", "H", "H", "H", "H", "H", "H", "H", "H", "H", "H", "H", "C", "C", "C", "C", "C", "C", "C", "S", "O", "O", "N", "C", "C", "C", "C", "C", "N", "H", "H", "H", "H", "H", "H", "H", "H", "H", "H", "H", "F", "C", "C", "C", "C", "C", "C", "H", "H", "H", "H"],
  "coordinates": [[-1.357, -1.386, 1.126], [-2.171, -1.301, 5.311], [-1.597, -1.186, 4.108], [-1.522, -2.155, 3.335], [-1.005, 0.112, 3.665], [-0.089, -0.249, 2.506], [-2.627, -2.162, 5.558], [-2.286, -0.500, 5.904], [-0.497, 0.606, 4.499], [-1.818, 0.767, 3.333], [0.729, -0.878, 2.854], [0.323, 0.641, 2.046], [4.660, 5.482, -1.861], [4.122, 4.177, -1.725], [3.092, 3.845, -2.544], [2.609, 2.541, -2.422], [1.543, 2.120, -3.186], [0.949, 2.988, -4.109], [1.472, 4.254, -4.268], [2.527, 4.704, -3.475], [-0.093, 2.583, -5.036], [-1.029, 1.866, -4.658], [-1.207, 1.603, -3.254], [-1.237, 2.586, -2.301], [-1.442, 2.312, -0.935], [-1.550, 1.008, -0.512], [-1.639, 0.609, 0.730], [-1.526, -0.015, -1.502], [-1.567, -1.285, -0.997], [-1.591, -2.290, -1.848], [-1.538, -2.100, -3.237], [-1.428, -0.841, -3.750], [-1.422, 0.262, -2.868], [5.467, 5.556, -1.140], [3.911, 6.246, -1.643], [5.059, 5.646, -2.865], [3.088, 1.868, -1.718], [1.182, 1.103, -3.069], [1.035, 4.908, -5.014], [2.900, 5.709, -3.610], [-1.099, 3.611, -2.620], [-1.469, 3.111, -0.203], [-1.653, -3.288, -1.439], [-1.553, -2.967, -3.882], [-1.350, -0.672, -4.818], [4.470, 2.707, 2.859], [3.817, 1.610, 2.058], [3.950, 0.274, 2.436], [3.354, -0.738, 1.702], [2.603, -0.405, 0.583], [2.452, 0.917, 0.185], [3.065, 1.916, 0.926], [1.885, -1.673, -0.393], [2.870, -2.706, -0.597], [1.341, -1.021, -1.560], [0.709, -2.210, 0.587], [0.211, -3.486, 0.469], [0.792, -4.650, -0.069], [0.034, -5.794, -0.097], [-1.279, -5.805, 0.394], [-1.783, -4.640, 0.905], [-1.058, -3.512, 0.947], [5.273, 2.317, 3.485], [3.743, 3.195, 3.513], [4.887, 3.473, 2.204], [4.537, 0.023, 3.313], [3.470, -1.778, 1.985], [1.856, 1.148, -0.690], [2.964, 2.952, 0.614], [1.797, -4.610, -0.459], [0.458, -6.701, -0.515], [-1.887, -6.698, 0.373], [-2.793, -4.569, 1.287], [-7.638, -2.020, 1.392], [-6.295, -1.864, 1.381], [-5.525, -2.639, 2.219], [-4.143, -2.468, 2.196], [-3.501, -1.539, 1.362], [-4.352, -0.789, 0.531], [-5.735, -0.935, 0.531], [-6.002, -3.361, 2.872], [-3.551, -3.083, 2.863], [-3.935, -0.047, -0.139], [-6.372, -0.341, -0.116]]
}

***

{
  "formula": "C4H11NO3",
  "method": "ωB97M-V/def2-TZVPD",
  "de_lowest_ev": 1.814,
  "orbital_gap_ev": 9.60,
  "total_energy_ha": -439.4593,
  "total_charge": 0,
  "smiles": "C[C@@H](N)CC(=O)O.O",
  "multiplicity": 1,
  "elements": ["C", "C", "C", "C", "O", "O", "N", "H", "H", "H", "H", "H", "H", "H", "H", "H", "H", "H", "O"],
  "coordinates": [[0.859, -0.853, 2.283], [0.849, 0.033, 1.036], [-0.308, -0.189, 0.035], [-0.068, 0.836, -1.085], [-0.155, 2.146, -0.895], [0.082, 0.425, -2.219], [2.213, -0.004, 0.492], [0.717, -1.888, 2.038], [1.797, -0.730, 2.852], [0.039, -0.720, 2.971], [0.765, 1.095, 1.357], [-1.307, 0.110, 0.382], [-0.222, -1.222, -0.341], [-0.535, 2.826, -1.454], [2.840, 0.418, 1.154], [2.559, -0.904, 0.173], [-3.149, -2.041, -0.945], [-3.258, -1.285, 0.474], [-2.801, -1.945, -0.047]]
}

***

{
  "formula": "C2H2ClF2I",
  "method": "ωB97M-V/def2-TZVPD",
  "de_lowest_ev": 3.649,
  "orbital_gap_ev": 8.83,
  "total_energy_ha": -1034.8806,
  "total_charge": 0,
  "multiplicity": 1,
  "elements": ["C", "C", "F", "F", "Cl", "I", "H", "H"],
  "coordinates": [[-0.323, -0.233, -0.709], [-0.009, 0.104, 0.679], [-1.240, -1.176, -0.900], [0.296, -0.857, 1.487], [-1.507, 0.898, 1.530], [1.704, 1.404, 0.562], [-0.352, 0.618, -1.355], [1.430, -0.758, -1.294]]
}

***

{
  "formula": "C6H12BrF3N2",
  "method": "ωB97M-V/def2-TZVPD",
  "orbital_gap_ev": [8.34, 8.28],
  "total_energy_ha": -3218.7826,
  "total_charge": 0,
  "multiplicity": 1,
  "elements": ["C", "C", "C", "C", "C", "C", "N", "N", "F", "F", "F", "Br", "H", "H", "H", "H", "H", "H", "H", "H", "H", "H", "H", "H"],
  "coordinates": [[1.059, 1.248, 1.856], [-2.375, -1.718, 0.448], [0.597, 1.250, -0.691], [1.149, 0.459, 0.573], [-0.841, 1.107, -0.886], [2.696, 0.250, 0.431], [-1.685, -1.637, -1.862], [-1.297, -1.548, -0.547], [3.252, -0.129, -0.696], [3.091, -0.658, 1.342], [3.378, 1.387, 0.743], [-1.407, 1.058, -2.647], [0.019, 1.180, 2.232], [1.781, 0.953, 2.595], [1.409, 2.217, 1.584], [-3.254, -1.008, 0.179], [-2.775, -2.760, 0.263], [-1.980, -1.597, 1.475], [0.650, 2.290, -0.613], [0.996, 0.783, -1.545], [0.758, -0.669, 0.531], [-1.563, 1.465, -0.171], [-2.600, -1.994, -2.071], [-1.061, -1.931, -2.525]]
}

***

Please write out number 4 again, unchanged.
{
  "formula": "C4H11NO3",
  "method": "ωB97M-V/def2-TZVPD",
  "de_lowest_ev": 1.814,
  "orbital_gap_ev": 9.60,
  "total_energy_ha": -439.4593,
  "total_charge": 0,
  "smiles": "C[C@@H](N)CC(=O)O.O",
  "multiplicity": 1,
  "elements": ["C", "C", "C", "C", "O", "O", "N", "H", "H", "H", "H", "H", "H", "H", "H", "H", "H", "H", "O"],
  "coordinates": [[0.859, -0.853, 2.283], [0.849, 0.033, 1.036], [-0.308, -0.189, 0.035], [-0.068, 0.836, -1.085], [-0.155, 2.146, -0.895], [0.082, 0.425, -2.219], [2.213, -0.004, 0.492], [0.717, -1.888, 2.038], [1.797, -0.730, 2.852], [0.039, -0.720, 2.971], [0.765, 1.095, 1.357], [-1.307, 0.110, 0.382], [-0.222, -1.222, -0.341], [-0.535, 2.826, -1.454], [2.840, 0.418, 1.154], [2.559, -0.904, 0.173], [-3.149, -2.041, -0.945], [-3.258, -1.285, 0.474], [-2.801, -1.945, -0.047]]
}